# 1
The following is a DFT calculation (ωB97M-V/def2-TZVPD) of a structure of composition C14H31O5S4 at a distorted geometry.

XYZ file:
```
54
Properties=species:S:1:pos:R:3:lowdin_charge:R:1
O -0.35374 0.56219 1.06287 -0.52
H 0.26026 0.32219 0.54287 -0.19
C -2.80874 1.27219 -0.97713 -0.29
S -3.25474 2.10919 0.59487 0.90
O -4.56674 2.97619 0.24687 -0.63
C -3.95674 0.67819 1.43487 -0.31
H -3.49774 0.64319 -1.48213 0.03
H -1.86474 0.59419 -1.11713 0.04
H -2.29874 2.00819 -1.63013 0.02
H -3.14074 0.00119 1.59787 0.00
H -4.61274 0.05419 0.82087 0.05
H -4.33874 1.06719 2.44987 0.08
C -2.12474 -3.03581 -0.20013 -0.27
S -0.62774 -2.32281 0.43687 0.90
O 0.29226 -3.59881 0.73187 -0.61
C 0.05326 -1.86381 -1.15313 -0.33
H -1.68074 -3.69981 -1.17113 0.11
H -2.65674 -2.30881 -0.76313 0.02
H -2.67574 -3.72281 0.42687 0.05
H -0.10974 -2.74181 -1.98813 0.17
H 1.06326 -1.75381 -1.02813 0.05
H -0.50774 -1.00981 -1.41013 0.03
C 3.05126 -0.00481 2.83787 -0.24
S 4.19426 0.68319 1.59087 0.82
O 5.31326 -0.33481 1.61087 -0.59
C 3.35626 0.27119 0.13787 -0.31
H 2.15426 0.24319 2.50187 -0.09
H 3.29126 0.47919 3.80887 0.07
H 2.89926 -1.11381 3.02387 0.11
H 2.21526 0.69619 0.22187 0.10
H 3.09526 -0.85681 0.22087 0.10
H 3.81726 0.68719 -0.73313 0.04
C -0.42874 0.18819 4.61287 -0.31
S -0.91674 0.51219 2.99687 0.85
O -2.25074 1.39819 3.09287 -0.63
C 0.31826 1.73319 2.50987 -0.30
H 0.00426 1.01819 5.18387 0.06
H 0.28726 -0.56281 4.45587 0.01
H -1.20674 -0.38781 5.10287 0.05
H 0.31226 2.55219 3.18587 0.04
H 0.29626 2.26519 1.45387 0.12
H 1.11126 1.08919 2.39487 -0.04
C 0.71226 1.62619 -4.22213 -0.09
C 1.65026 0.84619 -5.10413 -0.12
C 1.95626 -0.43781 -4.78913 -0.14
C 1.39526 -1.01181 -3.55613 -0.09
C 0.49226 -0.31981 -2.74313 -0.07
C 0.03526 1.10219 -3.14613 0.00
H 0.53126 2.58019 -4.58613 0.06
H 1.85426 1.23119 -6.18613 0.12
H 2.68826 -1.03181 -5.46313 0.12
H 1.66726 -2.13581 -3.36213 0.13
H 0.19826 -0.88081 -1.89213 -0.17
H -0.68674 1.64619 -2.58713 0.05
```

Calculated values
* Kohn-Sham gap: 6.56 eV
* HOMO: -0.1515 Ha
* charge: -1
* LUMO: 2.4 eV

=====

# 2
The following is a DFT calculation (ωB97M-V/def2-TZVPD) of an isolated molecule of C24H22ClN3O.

XYZ file:
```
51
Properties=species:S:1:pos:R:3:lowdin_charge:R:1
C -2.35015 -0.29913 2.71921 -0.04
C -1.64538 -1.49563 2.08769 -0.35
C -2.58575 -2.69064 1.96102 -0.04
N -1.06802 -1.14521 0.78727 0.02
C 0.27300 -1.21459 0.62780 -0.42
O 1.03495 -1.56309 1.50301 0.07
C 0.79888 -0.79446 -0.75711 -0.01
N 2.02235 -0.06448 -0.60574 0.04
C 2.12580 1.27205 -0.31246 -0.30
C 0.94257 2.14416 -0.26219 -0.18
C 0.40583 2.67967 -1.42721 -0.01
C -0.69182 3.51994 -1.37580 -0.08
C -1.26205 3.83831 -0.15438 -0.09
C -0.74743 3.30576 1.01515 -0.11
C 0.34744 2.45660 0.95803 -0.59
Cl 0.97640 1.75808 2.40765 0.77
N 3.34909 1.66685 -0.11630 0.19
C 4.12545 0.54328 -0.25243 -0.22
C 5.50163 0.38355 -0.14352 -0.02
C 6.01339 -0.88328 -0.32793 -0.10
C 5.18885 -1.97344 -0.61367 -0.10
C 3.82051 -1.83650 -0.72909 -0.02
C 3.29925 -0.56654 -0.54670 -0.15
C -1.95526 -0.83178 -0.27793 -0.25
C -2.47346 0.45098 -0.40962 -0.02
C -3.34493 0.74016 -1.44489 -0.06
C -3.70489 -0.24334 -2.35043 -0.08
C -3.18498 -1.52094 -2.22423 -0.07
C -2.31143 -1.81665 -1.19331 -0.02
H -2.65626 -0.55465 3.73020 0.08
H -1.67560 0.55198 2.76904 0.05
H -3.23542 -0.02419 2.14960 0.08
H -0.78587 -1.77272 2.70720 0.14
H -2.06822 -3.53908 1.51971 0.08
H -3.44641 -2.44158 1.34303 0.08
H -2.93920 -2.98013 2.94683 0.08
H 0.06930 -0.17495 -1.28455 0.12
H 0.99537 -1.69844 -1.34201 0.14
H 0.86748 2.44127 -2.37411 0.13
H -1.09600 3.93238 -2.28761 0.11
H -2.11231 4.50204 -0.10869 0.11
H -1.18679 3.54355 1.97129 0.11
H 6.13383 1.22739 0.08128 0.11
H 7.07851 -1.04364 -0.24641 0.10
H 5.63484 -2.94858 -0.74365 0.10
H 3.18778 -2.68630 -0.93747 0.11
H -2.17851 1.22042 0.28553 0.10
H -3.73977 1.74010 -1.54313 0.11
H -4.38647 -0.01486 -3.15568 0.10
H -3.46036 -2.28998 -2.93027 0.11
H -1.89978 -2.80972 -1.09200 0.12
```

Calculated values
* Kohn-Sham gap: 8.84 eV
* HOMO: -0.3042 Ha
* SMILES: CC(C)N(C(=O)Cn1c(-c2ccccc2Cl)nc2ccccc21)c1ccccc1
* LUMO: 0.6 eV

=====

# 3
The following is a DFT calculation (ωB97M-V/def2-TZVPD) of a structure of composition C17H13N6ORuS4 at a distorted geometry.

XYZ file:
```
42
Properties=species:S:1:pos:R:3:lowdin_spin:R:1
Ru 0.15430 -0.14650 0.12220 0.25
C 4.79240 0.02370 -2.82760 0.00
C 5.30200 0.01830 -1.53410 0.00
C 4.45880 -0.01110 -0.44730 0.00
C 3.06160 -0.03790 -0.64030 0.00
C 2.55540 -0.00340 -1.95690 0.01
C 3.41670 0.02030 -3.03100 0.00
N 2.19400 -0.09500 0.40150 0.01
N 2.63910 -0.21390 1.63300 -0.01
C 1.69280 -0.05920 2.57380 0.00
C 2.02310 -0.05520 3.94170 0.00
C 1.02570 0.00560 4.89150 0.00
C -0.30790 0.05170 4.50690 -0.01
C -0.64560 0.07810 3.15230 0.00
C 0.31820 0.04710 2.16600 -0.02
H 5.46670 0.02830 -3.67050 0.00
H 6.37100 0.03400 -1.37150 0.00
H 4.83210 -0.01450 0.56550 0.00
H 1.47580 0.01130 -2.12320 0.00
H 3.02650 0.03580 -4.04040 0.00
H 3.06450 -0.10860 4.22330 0.00
H 1.28860 0.01300 5.94050 0.00
H -1.08300 0.07640 5.25910 0.00
H -1.69730 0.12800 2.89490 0.01
O -4.69620 4.78290 -0.08020 0.02
C -3.85810 3.93870 -0.13500 0.01
S -2.18420 4.22890 -0.65200 0.02
C -1.59180 2.59040 -0.43720 0.13
C -2.51170 1.66100 -0.00430 0.09
S -2.22910 -0.00800 0.22170 0.28
S -4.14240 2.23580 0.28740 0.00
S 0.04100 2.28560 -0.81630 0.21
N 1.07970 -6.27850 0.83390 0.00
C 1.19970 -4.94500 0.69220 0.00
N 2.12990 -4.30910 1.43000 0.00
N 0.42860 -4.35500 -0.17800 0.00
C 0.38020 -3.12110 -0.48620 -0.01
N 0.22180 -2.03840 -0.89630 0.01
H 1.53980 -6.77450 1.57640 0.00
H 0.36370 -6.75160 0.31280 0.00
H 2.72130 -4.81480 2.06440 0.00
H 2.22620 -3.30610 1.38020 0.00
```

Calculated values
* Kohn-Sham gap (spin up / spin down): 6.04 / 5.80 eV
* HOMO (spin up / spin down): -0.2602 / -0.2665 Ha
* LUMO (spin up / spin down): -1.0 / -1.5 eV
* 2S+1: 2

=====

# 4
The following is a DFT calculation (ωB97M-V/def2-TZVPD) of a structure of composition H23O11 at a distorted geometry.

XYZ file:
```
34
Properties=species:S:1:pos:R:3:lowdin_charge:R:1
O 0.54304 4.14781 -0.09350 -0.04
H -0.39429 3.96653 0.09262 0.06
H 0.87976 4.35196 0.78879 0.07
O 0.96562 -0.59430 -1.13947 -0.07
H 1.14151 -0.93142 -2.03234 0.08
H 1.93295 -0.62592 -0.88959 0.07
O -0.55478 -0.06854 0.96656 0.06
H -0.69094 -0.66599 0.21448 0.09
H 0.37268 -0.10136 1.29100 0.07
O 3.84718 -1.76067 -0.79847 -0.04
H 3.17969 -2.21316 -0.27057 0.02
H 4.48673 -1.51682 -0.11770 0.06
O 0.48322 1.58355 -3.12678 -0.04
H 0.02114 1.78060 -3.95204 0.07
H 0.03211 1.00897 -2.51100 -0.03
O -2.44078 0.37209 3.43002 -0.05
H -1.88387 -0.39951 3.53288 0.02
H -0.55143 1.01684 0.37105 0.11
O -0.47638 1.75489 -0.59299 0.01
H -2.68978 0.72836 4.28249 0.04
O 1.27017 0.72173 2.79337 -0.05
H 1.96468 1.11065 3.36340 0.08
H 0.56862 0.66690 3.46215 0.05
O -2.22871 1.10899 -2.66179 -0.03
H -2.34728 0.82937 -3.57461 0.07
H -2.99054 0.75936 -2.19286 0.07
O 0.54275 -2.50345 0.89980 -0.07
H -0.18399 -2.95916 1.36929 0.05
H 0.89320 -2.95527 0.13550 0.03
O -1.47621 -4.03155 0.01428 -0.07
H -2.06068 -4.81796 0.12732 0.08
H -1.65629 -3.94462 -0.93097 0.05
H -0.81876 1.77485 -1.47925 0.03
H 0.31968 2.40627 -0.77107 0.15
```

Calculated values
* Kohn-Sham gap: 11.46 eV
* HOMO: -0.5233 Ha
* charge: +1
* LUMO: -2.8 eV

=====

Energy above the lowest of the compared OMol25 structures with the same formula, charge and spin values (in kcal/mol) by entry order: 155.8 6.1 34.1 83.9.